# C15H22BF2N5O6Rh

C15H22BF2N5O6Rh as an isolated structure (ωB97M-V/def2-TZVPD, the OMol25 dataset).

## Properties
ΔE to the lowest compared entry with this formula, charge and spin = 67.1 kJ/mol
F_max = 0.93 eV/Å
Gap between HOMO and LUMO = 8.779 eV
Spin multiplicity = 1
Total charge = +1

Geometry (Å):
Rh 0.247 -0.479 -0.564
F 0.321 -2.789 -2.241
F 0.405 -0.861 -3.447
O -1.719 0.013 -0.776
O 0.941 0.850 3.515
O 1.279 0.670 1.388
O -0.595 -2.056 0.439
O 1.978 -1.550 -0.027
O -0.401 -0.329 2.301
N -3.236 0.334 0.862
N 0.898 1.232 -1.435
N 2.213 2.946 -1.845
N 0.610 0.428 2.433
N 2.655 -2.513 1.888
C 0.825 4.075 -3.637
C -0.363 3.922 -4.314
C 0.314 -2.783 1.261
C 1.725 -2.239 1.000
C 2.021 1.835 -1.118
C 1.132 3.094 -2.698
C 0.298 2.009 -2.440
C -3.612 1.645 0.328
C 2.407 -3.390 3.033
C -1.888 -1.707 0.943
C 3.999 -1.952 1.754
C -2.287 -0.369 0.307
C -0.907 1.867 -3.129
C -3.868 -0.094 2.116
C -1.216 2.833 -4.062
B 0.305 -1.460 -2.276
H -4.656 1.625 0.022
H -1.568 1.036 -2.944
H 1.481 4.915 -3.823
H -0.650 4.656 -5.055
H -2.138 2.751 -4.622
H 3.973 -1.128 1.051
H 1.736 -4.206 2.776
H -1.872 -1.650 2.027
H 3.356 -3.831 3.326
H 2.007 -2.825 3.876
H 3.006 3.558 -1.759
H 0.280 -3.837 0.970
H 0.033 -2.690 2.307
H -2.982 1.889 -0.519
H 4.697 -2.715 1.410
H -4.226 -1.120 2.045
H -4.726 0.548 2.290
H -3.166 0.015 2.943
H -3.477 2.387 1.114
H 2.699 1.500 -0.351
H 4.310 -1.588 2.732
H -2.599 -2.476 0.625

These are the Löwdin partial charges, in e, on atoms 1 to 2: atom 1 (Rh): 1.19, atom 2 (F): 0.20

---

# C45H43NO7P

A 3-piece molecular cluster, C45H43NO7P overall (ωB97M-V/def2-TZVPD, the OMol25 dataset).

## Properties
ΔE to the lowest compared entry with this formula, charge and spin = 0.0 kJ/mol
⟨S²⟩ = 0.7540
F_max = 1.06 eV/Å
Gap between HOMO and LUMO (spin up / spin down) = 6.718 / 7.675 eV
Spin multiplicity = 2

Geometry (Å):
P -0.957 -1.403 0.500
O -0.207 -0.772 -0.820
O -1.508 0.009 1.194
O 4.173 1.524 -3.657
O 4.773 -1.690 1.104
O -7.644 4.955 2.013
O 2.669 1.100 -8.784
O -3.471 2.386 4.188
N 3.523 -1.634 1.348
C 0.757 1.990 -6.946
C 4.422 0.938 -7.213
C 3.610 0.801 1.213
C 0.231 2.470 -4.648
C -2.242 -4.405 1.908
C -7.249 4.980 6.174
C 3.845 1.455 -4.821
C 5.345 0.552 -8.177
C -4.395 3.000 3.697
C 0.082 -1.815 3.020
C 3.019 1.224 -7.630
C 3.452 -3.916 0.359
C -6.684 4.401 2.504
C 2.819 -2.951 1.366
C -4.557 3.091 2.218
C -1.313 -3.979 2.848
C 4.818 1.062 -5.879
C -5.261 3.647 5.931
C -5.408 3.684 4.550
C 2.059 1.670 -6.579
C -0.152 2.393 -5.983
C 6.657 0.300 -7.814
C 6.136 0.810 -5.521
C 2.809 -0.508 -0.724
C -6.180 4.294 6.740
C -5.657 3.738 1.651
C -7.405 5.012 4.799
C 1.443 -0.337 1.486
C -0.488 -6.250 2.982
C 7.054 0.433 -6.487
C 2.447 1.762 -5.241
C -6.488 4.363 3.982
C -4.844 3.192 -0.542
C 3.031 -3.538 2.776
C -5.799 3.780 0.269
C -2.291 -5.732 1.495
C -3.598 2.509 1.398
C 2.817 -0.451 0.803
C -0.444 -4.928 3.390
C -1.407 -6.659 2.025
C -3.739 2.562 0.023
C 1.527 2.155 -4.277
C 0.551 -1.613 1.559
C 1.319 -2.840 1.016
C -1.243 -2.542 3.312
H 2.164 -1.284 -1.126
H 1.203 -2.897 -0.070
H -3.026 -6.018 0.751
H -2.111 -1.983 2.956
H 8.081 0.240 -6.208
H -1.164 2.648 -6.272
H 3.317 -3.577 -0.669
H 0.472 1.920 -7.986
H 7.375 0.001 -8.566
H 4.506 -4.071 0.576
H -2.984 2.113 -0.609
H 0.857 -2.335 3.584
H 4.053 -3.907 2.876
H -4.956 3.228 -1.618
H 1.652 -0.047 2.520
H -0.856 -0.736 -1.533
H -2.927 -3.683 1.478
H 3.825 -0.690 -1.080
H 2.472 0.444 -1.137
H -1.336 -2.560 4.404
H -7.962 5.489 6.809
H -6.660 4.277 -0.156
H 2.899 -2.772 3.543
H 2.945 -4.880 0.470
H -2.737 2.030 1.844
H 1.840 2.215 -3.244
H 0.852 -3.747 1.406
H -1.444 -7.689 1.694
H 3.806 0.810 2.284
H 3.026 1.680 0.929
H 0.191 -6.976 3.414
H -0.483 2.782 -3.897
H 5.024 0.455 -9.204
H -6.063 4.266 7.816
H -8.234 5.538 4.346
H 4.545 0.847 0.656
H -0.006 -0.819 3.464
H 0.912 0.509 1.048
H 2.331 -4.350 2.976
H -2.433 -0.156 1.417
H -4.424 3.113 6.357
H 0.271 -4.621 4.146
H 6.430 0.912 -4.486

These are the Löwdin partial charges, in e, on atoms 1 to 2: atom 1 (P): 0.93, atom 2 (O): -0.27

---

# C29H61ClN7O9P2S2

A 4-piece molecular cluster, C29H61ClN7O9P2S2 overall (ωB97M-V/def2-TZVPD, the OMol25 dataset).

## Properties
F_max = 2.87 eV/Å
Gap between HOMO and LUMO = 6.076 eV
Spin multiplicity = 1
Total charge = +1

Geometry (Å):
Cl -3.768 0.076 -0.039
S 5.528 0.346 -1.173
S 4.848 -2.326 -2.326
P -1.719 -1.232 -2.371
P 0.500 -1.377 2.000
O -1.541 0.293 5.700
O 1.799 -0.780 2.373
O -6.857 0.714 3.844
O 4.845 -5.960 -4.880
O -2.680 2.179 5.567
O 3.685 0.890 -5.825
O -6.204 2.765 4.299
O 3.499 -5.241 -3.297
O -2.079 -2.274 -1.373
N -1.066 2.261 -4.179
N -0.421 -0.325 -1.729
N -0.302 3.379 -2.231
N 4.578 0.046 -3.699
N -2.220 2.017 -2.116
N -1.134 0.649 0.433
N 0.327 -1.184 0.263
C -1.025 -1.399 7.376
C 1.421 3.298 0.640
C 5.423 -5.390 -7.175
C 3.279 1.792 -4.819
C -0.889 2.099 -2.699
C -2.780 0.891 2.356
C 0.998 2.052 0.569
C -5.899 4.182 6.252
C -7.036 1.721 4.475
C 5.680 0.140 -4.650
C -4.124 0.300 2.921
C 1.082 -2.176 -0.562
C 3.392 -2.748 -1.312
C -2.327 0.118 1.100
C -1.472 1.885 7.581
C -1.926 1.488 6.199
C -8.113 1.807 5.528
C -6.432 4.071 4.839
C -0.343 1.647 1.189
C 4.984 -0.518 -2.450
C 2.400 -1.562 -1.128
C 2.576 -5.228 -5.478
C 3.658 -5.501 -4.463
C 3.997 1.384 -3.464
C 5.100 0.890 -5.928
C 0.048 0.852 -2.496
C -0.396 -0.270 -0.317
C 5.083 -6.489 -6.190
C -0.497 -0.509 6.271
H -2.203 -0.939 1.406
H -4.252 -0.750 2.616
H 6.025 -0.850 -5.003
H -6.024 5.198 6.631
H -1.839 -2.022 7.005
H 2.863 -3.572 -1.822
H 1.671 1.339 0.069
H 1.611 -5.392 -5.002
H -7.728 1.406 6.466
H -2.573 2.957 -1.931
H -2.867 -0.481 -2.696
H 1.409 -2.985 0.121
H 2.814 -0.959 -0.296
H -4.839 3.925 6.277
H -0.276 2.833 -4.481
H -6.410 3.496 6.929
H 2.243 -0.982 -2.049
H -0.119 -1.130 5.457
H 3.621 2.817 -5.058
H -0.912 2.576 1.351
H 1.005 1.198 -2.062
H 4.598 -4.687 -7.295
H 2.260 3.600 0.004
H -4.058 0.331 4.019
H -7.486 4.346 4.766
H -0.664 3.585 -1.304
H 2.609 -5.884 -6.345
H 5.936 -7.159 -6.089
H -8.958 1.204 5.202
H 4.790 2.131 -3.262
H -1.387 2.970 7.613
H -2.818 1.982 2.238
H 5.416 0.420 -6.866
H 6.281 -4.816 -6.821
H 0.338 0.112 6.597
H -8.494 2.813 5.689
H -2.218 1.564 8.308
H 6.573 0.667 -4.253
H -2.849 1.678 -2.845
H 5.661 -5.811 -8.152
H 0.455 -2.660 -1.318
H -4.919 0.952 2.551
H -0.106 1.273 2.211
H -1.275 -1.907 -3.542
H 0.571 -2.764 2.274
H -0.498 1.490 7.857
H -1.425 -0.814 8.205
H -1.874 2.860 -4.347
H 0.932 4.048 1.273
H 5.475 1.935 -5.866
H 0.319 0.494 -3.508
H 2.644 -4.189 -5.801
H 4.245 -7.103 -6.523
H -0.234 -2.044 7.759
H -5.888 4.760 4.193
H -2.031 0.696 3.155
H 3.726 -3.099 -0.321
H 2.188 1.738 -4.692
H -0.525 -0.752 2.740
H 3.277 1.312 -2.633
H 0.713 3.306 -2.204

These are the Löwdin partial charges, in e, on atoms 1 to 2: atom 1 (Cl): 0.66, atom 2 (S): 0.74